Entry 1:
10
Properties=species:S:1:pos:R:3:forces:R:3:mulliken_spin:R:1 method="wB97M-V/def2-TZVPD" de_lowest_kcal_mol=5.7 spin_multiplicity=2 energy_ev=-6160.61898 charge=-1
N -1.375 1.035 0.325 0.0715 -0.0477 0.5222 2.210
C -1.076 -0.215 -0.084 0.3792 0.2795 0.1799 1.636
N -0.356 -1.112 0.492 -0.2596 -0.5363 -0.0561 -0.261
H -0.894 1.387 1.148 -0.0885 0.1392 -0.0233 -0.669
H -1.756 1.737 -0.314 -0.0967 -0.1473 -0.1462 -1.013
H -1.474 -0.447 -1.055 -0.0722 -0.0319 -0.3855 -0.691
H -0.113 -0.874 1.451 0.1130 0.3857 -0.1591 -0.248
H 1.584 -0.374 -0.749 -0.0750 0.0663 0.0791 -0.038
H 2.928 -0.895 -0.314 -0.0011 0.0516 -0.0181 -0.058
O 2.533 -0.240 -0.900 0.0295 -0.1591 0.0071 0.134

Entry 2:
19
Properties=species:S:1:pos:R:3:forces:R:3:nbo_charge:R:1 method="wB97M-V/def2-TZVPD" de_lowest_kcal_mol=14.1 energy_ev=-5411.43833 charge=0
C 0.787 -1.569 -0.408 0.4653 -0.6208 -0.5029 -0.616
C -0.393 -1.826 -1.351 -0.6366 0.4139 -1.3028 -0.406
C -1.489 -2.863 -1.019 0.3912 0.9624 1.1969 -0.609
H 1.057 -2.318 0.334 -0.5936 -0.3367 0.0938 0.206
H 0.629 -0.637 0.100 0.1282 0.4261 0.4035 0.205
H 1.703 -1.502 -0.995 0.0322 0.3602 -0.0746 0.212
H -0.868 -0.844 -1.459 -0.2711 -0.1288 0.1607 0.194
H -0.090 -1.962 -2.397 0.5532 -0.4353 0.3069 0.197
H -1.084 -3.627 -0.356 -0.1521 -0.1174 -0.0032 0.203
H -2.259 -2.296 -0.488 -0.1159 -0.4794 0.2674 0.203
H -1.989 -3.340 -1.846 0.1998 -0.0269 -0.5399 0.211
C 1.217 3.281 1.515 0.1093 -0.0470 -0.0997 -0.602
C -0.165 2.775 1.108 0.6809 0.6541 -0.4394 -0.607
H 1.939 2.564 1.148 0.3969 -0.0515 -0.3185 0.199
H 1.425 4.249 1.063 0.1188 0.0570 0.0626 0.200
H 1.437 3.335 2.581 -0.4823 0.1420 0.1480 0.201
H -0.257 1.751 1.454 -0.6852 0.0194 0.0649 0.205
H -0.202 2.809 0.018 0.0749 -0.4606 -0.1240 0.201
H -0.963 3.467 1.364 -0.2139 -0.3306 0.7003 0.205

Entry 3:
27
Properties=species:S:1:pos:R:3:forces:R:3:nbo_charge:R:1 method="wB97M-V/def2-TZVPD" de_lowest_kcal_mol=29.2 energy_ev=-13139.52533 charge=0
C -0.541 2.389 -0.545 -1.3145 1.2049 2.2496 -0.631
C -0.334 1.339 -1.509 1.0610 -2.0073 -2.3981 -0.108
C -0.609 1.454 -2.863 -0.6798 2.8077 1.9922 -0.014
N -0.307 0.333 -3.550 0.6357 -1.8314 0.5261 -0.548
C 0.257 -0.585 -2.622 0.3027 -0.1717 -0.4578 0.144
C 0.917 -1.801 -2.816 0.7442 -0.7767 -2.0876 -0.244
C 1.612 -2.372 -1.754 -0.0561 -1.7659 1.4106 -0.227
C 1.538 -1.891 -0.430 -0.7993 2.9891 -0.7655 -0.231
C 0.936 -0.595 -0.268 0.3641 -1.6179 0.2305 -0.187
C 0.257 -0.017 -1.333 -0.3307 1.9951 -0.8193 -0.090
H -1.175 1.976 0.302 0.7189 0.6619 -0.6431 0.215
H -1.144 3.174 -1.024 0.0923 -0.0686 0.2484 0.217
H 0.330 2.921 -0.087 -0.3329 -0.7927 -0.4620 0.217
H -1.038 2.432 -3.274 0.6919 -1.9390 0.1159 0.215
H -0.144 0.307 -4.541 -0.0850 -0.1734 0.0516 0.413
H 1.003 -2.283 -3.863 -0.1892 0.9138 1.8407 0.216
H 2.189 -3.338 -1.776 -0.7926 1.0127 -0.8637 0.217
H 2.009 -2.389 0.410 0.1029 0.0412 -0.2270 0.216
H 1.024 0.005 0.638 -0.1304 -0.4945 0.0666 0.209
C -0.976 0.331 3.279 -1.4549 -0.1410 0.4336 -0.603
C -0.752 -0.597 4.494 2.7034 0.9669 -1.2518 -0.614
H -1.492 1.256 3.538 0.1983 0.1914 0.0546 0.197
H -0.074 0.557 2.714 0.0150 -0.0568 0.1622 0.201
H -1.694 -0.199 2.627 0.4780 0.2243 -0.0911 0.204
H -0.050 -1.311 4.014 -1.0281 -0.7748 0.8713 0.208
H -1.647 -0.925 4.969 -0.5119 -0.7287 -0.0391 0.211
H -0.096 -0.169 5.268 -0.4030 0.3315 -0.1480 0.198

Entry 4:
24
Properties=species:S:1:pos:R:3:forces:R:3:nbo_charge:R:1 method="wB97M-V/def2-TZVPD" de_lowest_kcal_mol=11.8 energy_ev=-16829.45004 charge=0
Li -0.310 -0.637 -0.177 0.1278 0.3878 0.2135 0.907
O 0.413 1.070 0.162 2.0531 2.0425 0.7420 -1.328
H 0.984 1.908 0.469 -2.1978 -2.8191 -1.1851 0.504
O -1.285 1.087 2.164 -2.8137 0.1514 -0.1831 -0.997
H -0.657 1.067 1.413 0.0872 0.3187 -0.2635 0.493
H -2.210 1.295 1.782 2.5291 -0.4682 0.8570 0.457
O -0.269 -2.129 1.255 -2.0445 -0.1072 -5.5139 -0.950
H 0.027 -2.189 2.087 1.6665 -0.2336 4.9105 0.487
H -0.791 -2.925 1.061 0.3137 0.4218 0.3278 0.485
O 2.532 0.424 1.891 1.4992 -0.5829 1.7092 -0.936
H 2.028 -0.170 2.445 0.0858 -0.1163 0.5892 0.446
H 1.922 0.553 1.205 -1.4154 0.5265 -1.9390 0.474
O -1.470 2.579 -0.917 -3.6227 -0.2118 0.7497 -1.004
H -0.854 1.912 -0.506 -0.5294 0.3398 0.0560 0.502
H -2.477 2.462 -0.578 4.0222 0.1225 -1.0696 0.456
O -2.432 -0.784 -0.975 0.6042 -0.0113 0.2706 -0.957
H -2.034 -0.876 -1.850 -0.3318 -0.0607 -0.1365 0.492
H -3.009 -1.542 -0.828 0.0884 0.0781 -0.1935 0.484
O 2.731 0.617 -1.224 -0.9878 0.4099 -2.0043 -0.979
H 1.822 0.554 -0.836 0.4354 0.3744 0.1555 0.491
H 2.517 1.083 -2.087 0.6332 -0.6568 1.5265 0.458
O 0.568 -1.522 -1.936 1.6559 -4.1497 0.6683 -0.983
H 0.812 -2.547 -1.706 -1.2443 3.5969 -0.6726 0.486
H 1.448 -1.300 -2.314 -0.6143 0.6471 0.3852 0.512